Record 1
{"formula": "C57H40F4GaIN10OS4", "method": "the ωB97M-V functional and the def2-TZVPD basis", "species": ["Ga", "N", "S", "N", "S", "N", "S", "N", "C", "C", "C", "C", "C", "C", "C", "C", "C", "C", "C", "C", "C", "C", "C", "C", "C", "C", "C", "C", "C", "C", "C", "C", "C", "C", "C", "C", "C", "C", "C", "C", "C", "C", "C", "C", "H", "H", "H", "H", "H", "H", "H", "H", "H", "H", "H", "H", "H", "H", "H", "H", "H", "H", "H", "H", "H", "H", "H", "H", "H", "H", "H", "H", "H", "H", "S", "C", "C", "N", "C", "H", "H", "H", "C", "O", "H", "H", "H", "F", "C", "C", "F", "C", "C", "C", "F", "C", "C", "C", "N", "C", "N", "F", "C", "C", "N", "C", "N", "I", "C", "C", "C", "C", "N", "C", "H", "H", "H", "H"], "coordinates": [[-0.93, -1.44, -1.85], [-1.10, 0.34, -1.25], [-1.55, 1.41, -0.40], [-2.85, 1.18, 0.60], [-2.67, 0.11, 1.73], [-1.45, -0.88, 1.73], [-1.34, -2.26, 0.97], [-1.79, -2.46, -0.43], [0.32, -2.49, 1.35], [1.07, -1.43, 1.81], [2.37, -1.58, 2.00], [3.01, -2.85, 1.73], [2.23, -3.93, 1.24], [0.85, -3.74, 1.09], [-2.31, -3.37, 2.00], [-3.25, -4.11, 1.32], [-4.05, -5.05, 2.05], [-3.89, -5.07, 3.46], [-2.95, -4.26, 4.12], [-2.12, -3.39, 3.38], [-2.39, 0.99, 3.31], [-1.32, 0.65, 4.15], [-1.20, 1.36, 5.33], [-2.00, 2.43, 5.64], [-3.10, 2.71, 4.86], [-3.26, 2.00, 3.64], [-4.26, -0.61, 1.91], [-4.64, -1.23, 3.11], [-5.86, -1.77, 3.26], [-6.77, -1.61, 2.17], [-6.43, -1.01, 0.98], [-5.13, -0.53, 0.82], [-0.35, 2.25, 0.65], [-0.77, 3.14, 1.63], [0.18, 3.77, 2.42], [1.51, 3.56, 2.21], [1.98, 2.64, 1.30], [1.00, 1.92, 0.51], [-2.32, 2.62, -1.50], [-1.53, 3.09, -2.57], [-2.10, 3.97, -3.47], [-3.32, 4.50, -3.25], [-4.08, 4.08, -2.16], [-3.58, 3.13, -1.23], [0.56, -0.47, 1.87], [3.06, -0.76, 2.14], [4.10, -2.99, 1.83], [2.64, -4.96, 1.04], [0.19, -4.54, 0.80], [-3.32, -3.91, 0.26], [-4.72, -5.73, 1.56], [-4.46, -5.73, 4.15], [-2.89, -4.10, 5.19], [-1.33, -2.73, 3.86], [-0.60, -0.15, 3.88], [-0.40, 1.12, 5.96], [-1.81, 2.97, 6.57], [-3.92, 3.37, 5.18], [-4.02, 2.31, 2.96], [-3.99, -1.22, 3.93], [-6.25, -2.21, 4.16], [-7.82, -1.93, 2.25], [-7.16, -0.84, 0.19], [-4.83, -0.15, -0.13], [-1.79, 3.37, 1.69], [-0.13, 4.43, 3.25], [2.18, 4.06, 2.95], [3.00, 2.45, 1.12], [1.31, 1.25, -0.29], [-0.64, 2.58, -2.85], [-1.57, 4.37, -4.33], [-3.81, 5.10, -4.03], [-5.05, 4.55, -1.99], [-4.14, 2.75, -0.42], [7.10, 1.03, 1.09], [6.66, 2.33, 2.15], [5.53, 1.98, 2.77], [4.81, 0.90, 2.23], [5.54, 0.31, 1.37], [7.31, 3.16, 2.29], [5.08, 2.47, 3.59], [5.31, -0.67, 0.91], [1.82, -1.56, -1.72], [0.62, -2.13, -2.30], [2.34, -0.98, -2.53], [2.43, -2.26, -1.20], [1.55, -0.78, -1.00], [6.89, 2.24, -5.04], [6.31, 1.45, -4.13], [6.79, 0.21, -4.02], [7.81, -0.14, -4.79], [6.09, -0.83, -3.24], [5.05, -0.27, -2.37], [4.72, 1.06, -2.34], [3.84, 1.36, -1.43], [5.29, 1.99, -3.28], [4.82, 3.24, -3.39], [3.67, 3.64, -2.68], [2.73, 3.90, -2.05], [5.33, 4.23, -4.28], [5.77, 4.97, -5.02], [4.51, -1.03, -1.41], [6.41, -2.15, -3.24], [7.38, -2.73, -4.10], [8.12, -3.24, -4.83], [5.85, -3.06, -2.25], [5.39, -3.82, -1.51], [-4.58, 1.36, -5.48], [-3.28, -0.28, -5.15], [-3.07, -1.25, -6.14], [-2.24, -2.32, -5.79], [-1.77, -2.38, -4.45], [-1.95, -1.43, -3.54], [-2.72, -0.35, -3.89], [-3.48, -1.31, -7.17], [-1.97, -3.09, -6.50], [-1.16, -3.21, -4.12], [-2.84, 0.40, -3.16]], "mulliken_charge": [-0.97, 0.17, 2.31, -0.11, 0.15, 0.87, 1.35, 0.02, 1.23, -0.52, -0.75, -0.82, -0.98, -0.65, -0.13, -0.17, -1.05, -0.46, -0.64, -0.37, 0.75, -0.10, -0.95, -0.71, -0.74, -0.74, 0.42, -0.62, -1.08, -0.48, -0.86, -0.53, 0.96, -0.86, -0.90, -0.73, -0.87, -0.36, 0.43, -0.66, -0.67, -0.57, -0.76, -0.48, 0.18, 0.86, 0.45, 0.42, 0.58, 0.55, 0.52, 0.39, 0.44, 0.22, 0.25, 0.57, 0.45, 0.45, 0.52, 0.61, 0.55, 0.38, 0.50, 0.60, 0.78, 0.42, 0.29, 0.79, 0.00, 0.63, 0.40, 0.42, 0.41, 0.51, -0.09, -0.13, -0.83, -0.21, -0.19, 0.49, 0.49, 0.31, 0.24, -0.54, 0.13, 0.26, -0.39, -0.30, -0.24, -0.11, -0.28, -0.13, 0.72, 0.68, 0.12, 0.01, 1.23, -0.15, -0.55, -0.33, -0.43, 0.04, 1.35, -0.35, -0.43, -0.16, -0.52, 0.08, -0.58, -0.11, -0.84, 0.05, 0.20, 0.43, 0.41, 0.44, 0.54, 0.15], "charge": 2, "gap_ev": 6.30, "de_lowest_ev": 1.361}

Record 2
{"formula": "C3H10N3S", "method": "the ωB97M-V functional and the def2-TZVPD basis", "species": ["C", "C", "C", "N", "N", "N", "S", "H", "H", "H", "H", "H", "H", "H", "H", "H", "H"], "coordinates": [[0.15, 0.58, -0.93], [-0.75, -1.92, 0.78], [0.47, -1.59, 0.00], [-0.16, 1.40, -1.96], [2.07, 3.16, 1.67], [0.15, -0.70, -1.03], [1.07, 1.95, 1.60], [-1.58, -2.26, 0.07], [-0.58, -2.85, 1.46], [-0.85, -1.11, 1.43], [0.94, -2.43, -0.41], [1.01, -1.16, 0.87], [-0.79, 0.93, -2.60], [-0.21, 2.37, -1.79], [1.75, 3.87, 1.05], [3.08, 3.28, 1.94], [-0.19, -1.14, -1.97]], "nbo_charge": [0.49, -0.61, -0.24, -0.80, -0.87, -0.59, 0.44, 0.22, 0.24, 0.21, 0.22, 0.23, 0.40, 0.43, 0.40, 0.43, 0.41], "charge": 1, "gap_ev": [6.40, 8.18], "de_lowest_ev": 4.325}

Record 3
{"formula": "C22H31EuN3Si", "method": "the ωB97M-V functional and the def2-TZVPD basis", "species": ["C", "C", "H", "H", "H", "H", "H", "H", "C", "C", "C", "C", "H", "H", "H", "H", "N", "C", "C", "N", "C", "C", "C", "H", "H", "C", "H", "H", "Eu", "C", "H", "H", "H", "C", "Si", "C", "C", "N", "C", "C", "C", "C", "C", "C", "H", "H", "H", "H", "H", "H", "H", "H", "H", "H", "H", "H", "H", "H"], "coordinates": [[1.27, 0.50, 3.50], [2.56, -0.20, 3.05], [1.01, 1.44, 2.98], [1.40, 0.81, 4.55], [0.39, -0.16, 3.52], [3.04, 0.19, 2.13], [3.30, -0.01, 3.84], [2.44, -1.28, 2.94], [-0.28, 2.97, 0.11], [-0.64, 4.03, -0.73], [0.11, 4.27, -1.88], [1.19, 3.43, -2.16], [-0.83, 2.74, 1.03], [-1.50, 4.63, -0.46], [-0.14, 5.08, -2.55], [1.81, 3.58, -3.04], [0.77, 2.17, -0.15], [1.47, 2.35, -1.31], [2.41, 1.27, -1.68], [2.47, 0.18, -0.85], [3.17, -0.91, -1.22], [3.84, 0.14, -3.28], [3.86, -0.98, -2.44], [3.13, -1.75, -0.51], [4.39, -1.89, -2.69], [3.13, 1.27, -2.89], [3.08, 2.16, -3.51], [4.37, 0.13, -4.23], [0.89, -0.11, 1.06], [1.40, -2.55, 1.11], [2.46, -2.79, 1.26], [1.03, -2.92, 0.13], [0.77, -2.95, 1.93], [-0.95, 0.35, -2.72], [-2.03, -0.55, -1.47], [-3.74, 0.23, -1.52], [-2.00, -2.36, -1.98], [-1.41, -0.40, 0.17], [-2.06, -0.84, 1.28], [-1.88, -0.14, 2.51], [-2.08, -0.80, 3.73], [-2.58, -2.10, 3.74], [-3.02, -2.69, 2.53], [-2.86, -2.03, 1.33], [-1.26, 0.09, -3.74], [0.11, 0.07, -2.62], [-1.02, 1.44, -2.63], [-4.15, 0.17, -2.54], [-4.44, -0.26, -0.84], [-3.67, 1.29, -1.24], [-1.00, -2.78, -1.82], [-2.72, -2.98, -1.45], [-2.23, -2.43, -3.06], [-1.57, 0.92, 2.48], [-1.82, -0.30, 4.67], [-2.68, -2.65, 4.68], [-3.49, -3.67, 2.54], [-3.27, -2.44, 0.40]], "lowdin_spin": [0.00, 0.00, 0.00, 0.00, 0.00, 0.00, 0.00, 0.00, 0.00, 0.00, 0.00, 0.00, 0.00, 0.00, 0.00, 0.00, 0.00, 0.00, 0.00, -0.01, 0.00, 0.00, 0.00, 0.00, 0.00, 0.00, 0.00, 0.00, 7.00, -0.02, 0.00, 0.00, 0.00, 0.00, 0.00, 0.00, 0.00, -0.01, 0.00, 0.00, 0.00, 0.00, 0.00, 0.00, 0.00, 0.00, 0.00, 0.00, 0.00, 0.00, 0.00, 0.00, 0.00, 0.00, 0.00, 0.00, 0.00, 0.00], "multiplicity": 8, "gap_ev": [5.05, 5.37], "de_lowest_ev": 0.000}

Record 4
{"formula": "C4H5N3", "method": "the ωB97M-V functional and the def2-TZVPD basis", "species": ["N", "C", "C", "N", "N", "C", "C", "H", "H", "H", "H", "H"], "coordinates": [[4.22, -0.08, -0.07], [2.84, -0.20, -0.27], [1.65, 0.26, 0.26], [0.55, -0.52, -0.24], [-0.57, 0.11, 0.39], [-1.72, -0.81, 0.04], [-1.62, 0.75, -0.41], [1.74, 1.05, 1.10], [-2.23, -1.28, 0.95], [-1.43, -1.58, -0.60], [-1.41, 0.74, -1.34], [-2.02, 1.58, 0.19]], "nbo_charge": [-0.23, 0.20, -0.11, -0.16, -0.31, -0.27, -0.22, 0.26, 0.21, 0.21, 0.19, 0.23], "smiles": "N#C/C=N/N1CC1", "gap_ev": 8.13, "de_lowest_ev": 8.536}

Record 5
{"formula": "C3H7N3O", "method": "the ωB97M-V functional and the def2-TZVPD basis", "species": ["C", "C", "C", "N", "N", "N", "O", "H", "H", "H", "H", "H", "H", "H"], "coordinates": [[-0.12, 1.01, -1.00], [1.02, 1.02, -1.73], [-1.21, -0.99, 1.76], [2.07, -0.65, -0.63], [-0.15, 0.18, -0.01], [-1.15, 0.11, 0.87], [2.04, 0.27, -1.64], [-1.05, 1.54, -1.11], [1.16, 1.63, -2.69], [-0.16, -1.28, 2.09], [-1.71, -0.50, 2.60], [-1.67, -1.90, 1.25], [2.97, -1.02, -0.40], [-2.04, 0.57, 0.64]], "nbo_charge": [-0.17, 0.18, -0.42, -0.43, -0.14, -0.40, -0.24, 0.18, 0.18, 0.23, 0.21, 0.19, 0.31, 0.33], "gap_ev": [8.52, 7.30], "de_lowest_ev": 7.260}